[1]
92
Properties=species:S:1:pos:R:3 method="wB97M-V/def2-TZVPD" orbital_gap_ev=6.487 homo_energy_ev=-5.16 charge=-1 relative_energy_kcal_mol=157.7
C 3.6108 -3.5523 -0.3861
C 4.1347 -2.1480 0.2274
O 3.1581 -1.1180 -0.1026
C 3.5939 0.1576 0.4732
C 2.5122 1.3200 0.3148
Nb 0.8836 1.4376 1.9397
C -0.7478 1.5412 3.5932
C -0.2128 1.3526 5.0760
N -0.6424 0.2987 5.7692
C 0.1825 3.4932 1.3135
C -1.2332 3.7741 0.6927
C -2.5516 3.1175 1.2726
C -3.7612 3.3176 0.1976
N -4.6716 2.1103 0.1662
C -5.7983 2.2764 1.0839
C -7.0648 3.1404 0.6504
O -5.7663 1.6914 2.1960
C 1.4630 -0.5553 2.8624
C 0.9995 -1.8910 2.0984
C -0.2836 -2.5962 2.7862
O -0.3639 -2.7915 4.0273
O -1.3939 -3.0777 2.0043
C 2.2452 2.4640 3.4389
C 3.4905 3.3370 2.9930
C 3.2355 4.6182 2.0716
C 4.8109 2.5453 2.5044
C -0.5500 0.5334 0.4166
O -1.4422 -0.2379 0.9103
C -0.7017 0.7307 -1.1614
F -0.1089 1.8735 -1.7414
F -2.1290 0.9268 -1.3724
C -0.3324 -0.5167 -2.0935
F -1.5451 -1.2314 -2.3812
F 0.5578 -1.4550 -1.5532
C 0.2743 -0.1168 -3.5444
F 1.6041 0.3803 -3.4600
F -0.5916 0.6836 -4.3195
C 0.4181 -1.5302 -4.3405
O 1.5223 -2.1348 -4.3236
O -0.6526 -2.1502 -5.0121
H 3.5758 -3.4743 -1.5232
H 2.5507 -3.7804 -0.0240
H 4.3109 -4.4106 -0.0731
H 4.1659 -2.2365 1.3654
H 5.1532 -1.8924 -0.2424
H 4.4721 0.4711 -0.2255
H 4.0770 0.0512 1.4966
H 2.0852 1.1552 -0.7411
H 2.9990 2.3488 0.2991
H -1.6586 0.8780 3.3330
H -1.1733 2.6219 3.5872
H 0.4797 2.0634 5.6278
H -1.2941 -0.2571 5.1881
H 0.3157 4.1927 2.2274
H 0.9739 3.8790 0.5573
H -1.4004 4.9187 0.8442
H -1.3016 3.6941 -0.4604
H -2.8794 3.7359 2.1915
H -2.5330 2.0248 1.5589
H -3.3886 3.4553 -0.8706
H -4.3925 4.2543 0.4386
H -4.1446 1.2439 0.3283
H -7.7675 3.2535 1.5377
H -6.6839 4.1328 0.2342
H -7.6379 2.6074 -0.1910
H 2.6147 -0.6302 2.9748
H 1.0978 -0.7261 3.9489
H 1.8505 -2.6617 2.2486
H 0.8538 -1.8028 0.9793
H -2.1941 -2.5394 2.1863
H 1.5692 3.1853 4.0444
H 2.6235 1.6490 4.1649
H 3.8598 3.8165 3.9889
H 3.2285 4.4352 0.9503
H 2.2902 5.1717 2.3967
H 4.1107 5.3457 2.2680
H 4.8234 1.5258 3.0103
H 5.7422 3.1302 2.8623
H 4.9168 2.4900 1.3652
H -0.4140 -3.1136 -5.0009
C -1.1622 -7.2999 -6.3281
C -1.6610 -6.0252 -5.6666
C -3.0065 -5.5979 -6.2311
O -0.7084 -4.9819 -5.8692
H -1.0240 -7.1530 -7.4043
H -0.1896 -7.5885 -5.9208
H -1.8636 -8.1240 -6.1758
H -1.7479 -6.1807 -4.5881
H -2.9322 -5.3922 -7.3040
H -3.3470 -4.6747 -5.7549
H -3.7632 -6.3711 -6.0759
H -0.6234 -4.8355 -6.8209

***

[2]
20
Properties=species:S:1:pos:R:3 method="wB97M-V/def2-TZVPD" orbital_gap_ev=8.931 homo_energy_ev=-8.00 smiles="C=C(N)ON.CC(N)=O" relative_energy_kcal_mol=79.4
C 0.0356 -0.2074 -2.2004
C -1.0491 0.1245 -1.2060
N -1.5813 1.3651 -1.3428
O -1.5007 -0.6815 -0.3862
H -1.0752 2.0724 -1.8419
H -2.2319 1.6795 -0.6415
H 0.8156 0.5485 -2.1963
H -0.4056 -0.2550 -3.1949
H 0.4687 -1.1696 -1.9523
C 0.1177 -0.4984 1.4000
N 1.7760 1.0853 0.4269
N -0.9169 -0.2887 2.2739
C 0.9702 -1.5259 1.4284
O 0.4417 0.8568 0.7908
H 2.1143 0.2346 -0.0362
H 2.3175 1.1984 1.2842
H -1.4652 0.5222 2.0260
H -1.4778 -1.1077 2.4509
H 1.7613 -1.6838 0.7163
H 0.8851 -2.2693 2.2011

***

[3]
57
Properties=species:S:1:pos:R:3 method="wB97M-V/def2-TZVPD" orbital_gap_ev=1.119 homo_energy_ev=-6.43
C -0.4337 -2.7759 -2.1121
C 0.0496 -2.2347 -0.6056
N 1.4598 -1.7104 -0.6094
C 1.6157 -0.3800 0.1022
C 0.6353 0.8797 -0.2813
F 0.3506 0.7974 -1.7606
F 1.3145 2.2130 -0.0963
F -0.6343 0.9478 0.4721
O 2.9022 0.0937 -0.5156
C 4.0236 0.6058 0.2864
O 5.1089 1.2379 -0.1914
C 3.5962 0.2564 1.8297
S 3.6429 1.8723 2.7706
C 2.1373 -0.5471 1.6733
B 2.6710 -2.1246 1.8791
N 1.9942 -3.1513 2.7679
O 3.8630 -2.5683 1.1046
P 0.9201 -0.2879 3.1127
O 0.3948 1.4051 3.2362
Br -1.0683 -1.4081 2.7646
H -1.3472 -2.0944 -2.4628
H 0.4353 -2.7701 -2.8993
H -0.8509 -3.8800 -2.0711
H -0.7618 -1.5275 -0.1540
H 0.0534 -3.2180 0.0711
H 1.6604 -1.4821 -1.6297
H 4.4853 -0.3498 2.3294
H 3.8814 1.5331 4.1131
H 1.0449 -3.4245 2.4296
H 2.0053 -2.8901 3.7784
H 4.6934 -2.5499 1.6663
H -0.5924 1.4238 3.4473
Ca -0.7736 -4.7661 -0.1099
C -3.9123 4.8297 -3.8297
C -4.0914 4.3605 -2.3966
O -3.6526 3.0220 -2.1813
C -2.2699 2.7611 -2.4089
C -1.3499 3.5486 -1.4933
H -4.3523 4.1130 -4.5304
H -4.3858 5.8051 -3.9756
H -2.8540 4.9301 -4.0870
H -5.1594 4.3787 -2.1544
H -3.6015 5.0413 -1.6925
H -2.0186 2.9276 -3.4612
H -2.1215 1.6925 -2.2194
H -1.3845 4.6181 -1.7184
H -0.3148 3.2151 -1.6114
H -1.6463 3.4252 -0.4469
O -0.4732 -8.1243 1.1138
H -0.2164 -8.9797 0.8212
Cl -1.6509 0.7660 4.2504
Al 0.2764 1.6909 5.6072
O 0.2056 -5.0727 3.4767
H 0.6575 -5.5795 4.1265
Cl 2.4999 -5.5117 4.8104
O -3.2363 2.2321 -5.5354
H -3.4249 2.7851 -4.7993

***

[4]
17
Properties=species:S:1:pos:R:3 method="wB97M-V/def2-TZVPD" orbital_gap_ev=10.364 homo_energy_ev=-9.13 smiles=CC[C@H]1CN1C relative_energy_kcal_mol=28.0
C 2.2916 0.1902 0.0626
C 1.2086 -0.8344 -0.2765
C -0.1425 -0.5749 0.3649
C -0.4229 0.5169 1.3332
N -0.8896 0.6028 -0.0400
C -2.3182 0.4012 -0.2217
H 1.9760 1.1941 -0.2417
H 2.5104 0.2022 1.1371
H 3.2236 -0.0436 -0.4647
H 1.0658 -0.8551 -1.3645
H 1.5442 -1.8370 0.0188
H -0.7467 -1.4755 0.5054
H 0.3531 1.2272 1.6096
H -1.1574 0.3209 2.1153
H -2.5100 0.0242 -1.2320
H -2.8442 1.3545 -0.1054
H -2.7468 -0.3173 0.5003

***

[5]
18
Properties=species:S:1:pos:R:3 method="wB97M-V/def2-TZVPD" orbital_gap_ev="4.527 / 5.435" homo_energy_ev="-27.78 / -26.94" charge=+4 relative_energy_kcal_mol=0.0 spin_multiplicity=2
In -4.3188 -24.9478 -2.1339
C -4.9437 -26.5428 2.5395
O -6.1627 -27.1557 2.1098
P -7.0558 -26.4843 0.9454
O -6.2696 -25.8691 -0.1534
O -8.0576 -25.4985 1.7508
C -7.5973 -24.2581 2.2237
O -8.0975 -27.6459 0.4829
C -8.5643 -28.4454 1.5240
H -4.2433 -27.3398 2.7890
H -5.0116 -25.9435 3.4474
H -4.5060 -25.9172 1.7616
H -7.7568 -24.3079 3.3008
H -8.2522 -23.5190 1.7624
H -6.5481 -24.0793 1.9883
H -7.9228 -29.3009 1.7353
H -9.5864 -28.7896 1.3665
H -8.5637 -27.9336 2.4864

***

[6]
44
Properties=species:S:1:pos:R:3 method="wB97M-V/def2-TZVPD" orbital_gap_ev=8.014 homo_energy_ev=-5.91 charge=-1 relative_energy_kcal_mol=26.0
O 0.3106 -1.7883 -0.4660
H 0.2802 -3.6156 -0.2160
H -2.9000 2.4382 -1.6938
O -1.1995 0.1275 0.7646
H -1.4585 0.9629 0.3435
H -0.4265 3.9025 1.0427
O -2.0781 2.0030 -1.5073
H -1.1438 2.7925 1.6857
H -2.7163 -0.8124 -0.6759
O -0.5743 -3.3284 -3.3072
H 2.7680 0.6550 0.0722
H 0.3090 -3.3739 -2.9635
O 2.7485 -3.0720 2.0958
H 1.9586 -3.5211 2.4018
H -2.6136 -0.3545 4.6916
O 1.1546 3.2269 -1.9635
H -0.3194 0.3853 1.1074
H 1.2659 2.5561 -1.2604
O -4.8721 -0.1358 -2.5331
H 2.5992 -2.8179 1.1836
H -0.3632 -1.1455 -0.1798
O 0.6527 -4.3878 0.2677
H -4.7648 0.4301 -3.2913
H 1.1644 -1.4211 -0.2072
O 2.8171 -0.0698 -0.5743
H -1.1602 0.0109 4.6333
H -2.0037 1.0519 -1.6712
O 1.0753 1.7714 0.4082
H -1.3304 -3.8399 -3.0422
O 1.7524 1.9961 3.0254
H 1.6700 1.6139 2.1152
H 0.6600 2.6101 0.6172
O 4.9727 1.5622 -0.5751
H 4.2135 2.1174 -0.3708
H 4.5943 0.6995 -0.8070
O -1.9690 0.1938 5.1259
H -4.7827 -1.0654 -2.7309
H -0.1779 -4.8270 0.4905
O -2.4501 -0.7407 -1.5951
H 1.9950 -0.0809 -1.0698
H 2.6958 1.9365 3.2008
O -1.0310 3.7452 1.7478
H -1.7263 -1.3236 -1.8447
H 0.4035 2.9326 -2.4749

***

[7]
97
Properties=species:S:1:pos:R:3 method="wB97M-V/def2-TZVPD" orbital_gap_ev=10.250 homo_energy_ev=-10.57 relative_energy_kcal_mol=0.0
C 8.4476 -0.7256 0.2366
C 8.3692 0.3340 -0.8643
C 6.9562 0.8696 -1.1999
C 5.8268 -0.0268 -0.7628
O 4.7560 -0.1140 -1.7911
S 3.6872 -1.0658 -1.1421
O 2.3772 -0.7306 -1.5664
O 4.1209 -2.4191 -1.2146
O 3.8812 -0.5458 0.3765
C 4.9738 0.3655 0.4410
Br 4.2842 2.1698 0.3003
H 7.7936 -0.5107 1.0849
H 9.4713 -0.8177 0.5960
H 8.1743 -1.7088 -0.1531
H 8.9703 1.1869 -0.5454
H 8.8306 -0.0595 -1.7652
H 6.8648 0.9728 -2.2818
H 6.8160 1.8670 -0.7857
H 6.1193 -1.0673 -0.6116
H 5.5167 0.2959 1.3763
C 8.1538 -3.5309 -4.1844
N 9.2408 -2.5316 -3.9919
O 10.0747 -2.4141 -4.8593
O 9.2140 -1.8866 -2.9578
H 8.2929 -4.0265 -5.1357
H 8.2141 -4.2337 -3.3590
H 7.2163 -2.9820 -4.1466
C 1.7461 -0.5858 3.2986
N 2.7826 0.3244 3.8574
O 3.7748 0.5263 3.1869
O 2.5619 0.8173 4.9423
H 2.0913 -0.9304 2.3309
H 1.6253 -1.4026 4.0040
H 0.8266 -0.0146 3.2112
C -0.5789 -0.6951 -0.6581
N -1.0795 -0.1524 0.6314
O -2.1918 -0.4724 0.9965
O -0.3363 0.5838 1.2557
H -1.3546 -1.3174 -1.0859
H -0.3454 0.1457 -1.3037
H 0.3232 -1.2569 -0.4450
C -3.5998 2.3769 1.4960
N -4.2687 3.6572 1.1560
O -3.7927 4.3438 0.2773
O -5.2726 3.9373 1.7868
H -2.7367 2.2578 0.8554
H -3.3068 2.4272 2.5390
H -4.3240 1.5846 1.3318
C -7.4079 1.5359 0.3231
N -6.7786 0.4773 -0.5136
O -7.4896 -0.3410 -1.0518
O -5.5639 0.5086 -0.6054
H -8.4794 1.3884 0.3127
H -6.9944 1.4440 1.3232
H -7.1337 2.4915 -0.1153
C 0.7837 4.4023 -0.1071
N 1.8515 4.7629 -1.0797
O 1.5932 4.7154 -2.2615
O 2.9249 5.0871 -0.6081
H -0.1176 4.1501 -0.6530
H 1.1450 3.5589 0.4748
H 0.6305 5.2650 0.5325
C -0.5238 5.4867 3.9939
N -1.3227 4.3158 3.5399
O -2.1425 3.8528 4.3039
O -1.0987 3.8959 2.4222
H -0.8351 5.7399 4.9997
H 0.5218 5.1953 3.9570
H -0.7182 6.2963 3.2967
C -10.3369 1.6886 3.6880
N -10.1047 1.1181 2.3330
O -10.5230 1.7306 1.3745
O -9.4981 0.0646 2.2705
H -10.8784 2.6192 3.5705
H -10.8996 0.9534 4.2556
H -9.3623 1.8436 4.1413
C -4.7258 -2.2005 -2.7497
N -3.6168 -1.8237 -3.6678
O -3.8329 -1.8286 -4.8590
O -2.5542 -1.5278 -3.1541
H -5.5980 -2.4316 -3.3488
H -4.3935 -3.0631 -2.1798
H -4.9100 -1.3558 -2.0915
C -9.5680 -2.5699 4.1905
N -10.5966 -2.2741 5.2246
O -11.1663 -3.2025 5.7498
O -10.8002 -1.0993 5.4729
H -9.4994 -3.6450 4.0772
H -9.8863 -2.0846 3.2741
H -8.6313 -2.1419 4.5338
C 6.5908 -7.0480 -7.1362
N 7.5532 -5.9512 -6.8437
O 7.6465 -5.0430 -7.6384
O 8.1883 -6.0376 -5.8087
H 6.1064 -6.8293 -8.0798
H 7.1605 -7.9712 -7.1789
H 5.8804 -7.0802 -6.3159

***

[8]
13
Properties=species:S:1:pos:R:3 method="wB97M-V/def2-TZVPD" orbital_gap_ev="7.157 / 7.157" homo_energy_ev="-2.59 / -2.59" charge=-1 relative_energy_kcal_mol=114.5
C 1.2694 0.0301 0.0271
C 0.8515 -0.0557 1.3460
N -1.1600 1.1509 -0.8375
N -1.2861 -1.0248 -0.3806
N -1.2790 0.1656 0.1515
O 1.2037 -1.0456 -0.8864
O 1.6417 1.0636 -0.5924
H 0.7865 0.8610 2.0399
H 0.5186 -0.9093 1.8360
H -0.6752 0.7552 -1.7405
H -0.5362 1.8320 -0.3578
H 0.1749 -1.1844 -0.9949
H -1.5096 -1.6386 0.3897

***

Electronic energy list, top to bottom, in hartree: -2424.8318 -473.6763 -6623.3043 -251.8179 -949.9733 -1146.0310 -6164.5459 -394.4777